(1)
This record from OMol25 describes a cluster of 2 separate species, C2H3NOS in total in a non-equilibrium geometry. The level of theory is the ωB97M-V functional and the def2-TZVPD basis.

Element x y z (Å)
C1 -2.58208 -2.27105 -0.18508
C2 1.03653 -0.27947 -0.51493
N1 1.21754 0.86386 -0.05890
O1 -1.58147 -2.62712 0.58244
S1 -3.16722 -2.26540 1.37168
H1 1.42531 -0.61422 -1.54050
H2 0.26035 -0.99221 -0.17043
H3 1.90565 1.48309 -0.61232

For the LUMO energy, the calculation gives -1.0 eV. The HOMO-LUMO gap comes out at 8.797 eV. As for the calculated total energy: -606.00940 Eh. The net charge is 0.

Calculated atomic charges, method natural (NBO), unit e:
1. C 0.1471
2. C -0.0400
3. N -0.5993
4. O -0.4963
5. S 0.3513
6. H 0.1298
7. H 0.1652
8. H 0.3423

***

(2)
This record from OMol25 describes an isolated molecule of C2H3NOS in a non-equilibrium geometry. The level of theory is the ωB97M-V functional and the def2-TZVPD basis.

Element x y z (Å)
C1 -0.21023 -0.23735 0.11491
C2 -0.11099 1.06155 0.74011
H1 -1.56093 -0.84484 -1.49921
H2 -1.60200 0.86903 -0.87398
H3 0.51008 1.29292 1.53721
N1 -1.27759 -0.18802 -0.77677
O1 -0.65636 2.09774 0.02396
S1 1.17339 -1.35800 0.05947

Its structure (SMILES) is NC(=S)C=O. For the LUMO energy, the calculation gives -1.8 eV. The HOMO-LUMO gap comes out at 7.333 eV. As for the calculated total energy: -606.11385 Eh. The net charge is 0.

Calculated atomic charges, method natural (NBO), unit e:
1. C 0.0364
2. C 0.3226
3. H 0.4192
4. H 0.4420
5. H 0.1921
6. N -0.7627
7. O -0.5421
8. S -0.1075

***

(3)
This record from OMol25 describes an isolated molecule of C2H3NOS in a non-equilibrium geometry. The level of theory is the ωB97M-V functional and the def2-TZVPD basis.

Element x y z (Å)
C1 -1.44792 0.52195 -0.00905
C2 1.58686 -0.36468 -0.00653
H1 -0.69505 1.31253 -0.02737
H2 -2.46684 0.90213 0.11660
H3 2.51152 -0.96056 -0.03880
N1 -1.26563 -0.74634 -0.03738
O1 1.50558 0.83408 -0.00407
S1 0.27148 -1.49911 0.00659

Its structure (SMILES) is C=NSC=O. For the LUMO energy, the calculation gives 0.4 eV. The HOMO-LUMO gap comes out at 10.080 eV. As for the calculated total energy: -606.13968 Eh. The net charge is 0.

Calculated atomic charges, method natural (NBO), unit e:
1. C -0.0404
2. C 0.1937
3. H 0.1956
4. H 0.1742
5. H 0.1400
6. N -0.5620
7. O -0.5432
8. S 0.4419

***

(4)
This record from OMol25 describes an isolated molecule of C2H3NOS in a non-equilibrium geometry. The level of theory is the ωB97M-V functional and the def2-TZVPD basis.

Element x y z (Å)
C1 0.19398 1.17448 -0.45658
C2 0.46639 -0.04045 -0.05688
N1 -0.41184 -1.00146 0.39625
O1 -1.78138 -1.07169 -0.21622
S1 -0.15740 -1.97676 1.60389
H1 0.99700 1.69977 -0.76172
H2 -0.88286 1.37899 -0.69454
H3 1.57612 -0.16289 0.18579

Its structure (SMILES) is C=C[N+]([O-])=S. For the LUMO energy (spin up / spin down), the calculation gives -2.1 / -2.1 eV. The HOMO-LUMO gap (spin up / spin down) comes out at 7.370 / 7.367 eV. As for the calculated total energy: -606.00622 Eh. The net charge is 0.

Calculated atomic charges, method natural (NBO), unit e:
1. C -0.2911
2. C -0.0794
3. N -0.1786
4. O -0.4530
5. S 0.3342
6. H 0.2075
7. H 0.2362
8. H 0.2243

***

(5)
This record from OMol25 describes an isolated molecule of C2H3NOS2 in a non-equilibrium geometry. The level of theory is the ωB97M-V functional and the def2-TZVPD basis.

Element x y z (Å)
C1 1.27439 -0.96171 -0.10497
C2 -1.63859 1.60098 -0.52858
H1 1.95000 -0.98488 -1.02979
H2 -0.69454 -0.14958 0.50700
H3 -1.84969 2.70448 -1.07823
N1 0.15192 -0.27846 -0.21275
O1 -1.92587 1.19143 0.59951
S1 1.59262 -1.53868 1.55121
S2 -0.52243 0.72694 -1.42025

Its structure (SMILES) is O=CSNC=S. For the LUMO energy, the calculation gives -0.4 eV. The HOMO-LUMO gap comes out at 8.012 eV. As for the calculated total energy: -1004.28604 Eh. The net charge is 0.

Calculated atomic charges, method natural (NBO), unit e:
1. C -0.0060
2. C 0.1399
3. H 0.2209
4. H 0.4685
5. H 0.1938
6. N -0.7496
7. O -0.5532
8. S -0.2224
9. S 0.5082

***

(6)
This record from OMol25 describes an isolated molecule of C2H3NOS2 in a non-equilibrium geometry. The level of theory is the ωB97M-V functional and the def2-TZVPD basis.

Element x y z (Å)
C1 0.88511 0.03367 0.09420
C2 0.18884 1.19937 -0.12070
N1 0.33653 -1.02223 0.66016
O1 -1.13676 -1.34249 -0.52694
S1 -1.50669 1.41424 0.04660
S2 -2.26191 -0.52641 -0.00576
H1 1.91157 0.02825 -0.27554
H2 0.67749 2.07705 -0.50814
H3 0.90581 -1.86145 0.63612

For the LUMO energy (spin up / spin down), the calculation gives -0.8 / -0.8 eV. The HOMO-LUMO gap (spin up / spin down) comes out at 7.595 / 7.595 eV. As for the calculated total energy: -1004.26521 Eh. The net charge is 0.

Calculated atomic charges, method natural (NBO), unit e:
1. C -0.0613
2. C -0.4177
3. N -0.4780
4. O -0.7382
5. S 0.1971
6. S 0.7202
7. H 0.1850
8. H 0.2350
9. H 0.3581

***

(7)
This record from OMol25 describes an isolated molecule of C2H3NOS2 in a non-equilibrium geometry. The level of theory is the ωB97M-V functional and the def2-TZVPD basis.

Element x y z (Å)
C1 -0.46557 0.46666 0.78427
C2 0.80657 -0.34208 0.52958
H1 -1.93462 1.00384 -1.79531
H2 -0.83871 0.64379 1.86192
H3 2.08964 -1.64967 -0.76528
N1 -1.29020 0.95237 -0.05282
O1 -1.08589 0.75101 -1.37221
S1 0.98145 -0.98637 -0.99914
S2 1.73733 -0.83956 1.80900

Its structure (SMILES) is O/N=C\C(=S)S. For the LUMO energy, the calculation gives -0.9 eV. The HOMO-LUMO gap comes out at 7.949 eV. As for the calculated total energy: -1004.28344 Eh. The net charge is 0.

Calculated atomic charges, method natural (NBO), unit e:
1. C -0.0423
2. C -0.3975
3. H 0.4937
4. H 0.2379
5. H 0.1269
6. N -0.0879
7. O -0.5438
8. S 0.2211
9. S -0.0081

***

(8)
This record from OMol25 describes an isolated molecule of C2H3NOS2 in a non-equilibrium geometry. The level of theory is the ωB97M-V functional and the def2-TZVPD basis.

Element x y z (Å)
C1 -0.09279 -0.79009 0.52887
C2 -1.19904 0.06953 0.01360
H1 2.61083 0.11002 -0.95977
H2 -0.10478 -1.68576 1.34792
H3 -0.22361 2.12170 0.74433
N1 1.17054 -0.79615 0.04226
O1 1.52277 0.21851 -0.97548
S1 -1.30049 1.70082 -0.16722
S2 -2.38343 -0.94858 -0.57451

Its structure (SMILES) is O/N=C\C(=S)S. For the LUMO energy, the calculation gives -0.9 eV. The HOMO-LUMO gap comes out at 7.919 eV. As for the calculated total energy: -1004.23677 Eh. The net charge is 0.

Calculated atomic charges, method natural (NBO), unit e:
1. C -0.0551
2. C -0.4176
3. H 0.4889
4. H 0.2713
5. H 0.1494
6. N -0.1236
7. O -0.5941
8. S 0.2511
9. S 0.0297

***

(9)
This record from OMol25 describes an isolated molecule of C2H3NOS2 in a non-equilibrium geometry. The level of theory is the ωB97M-V functional and the def2-TZVPD basis.

Element x y z (Å)
C1 0.16923 -0.38556 0.20363
C2 -1.09965 0.40983 -0.03229
H1 3.13810 1.10673 0.03694
H2 0.22444 -1.34992 -0.46636
H3 -3.54499 0.14138 0.09310
N1 1.29283 0.30058 0.52046
O1 -1.07431 1.65575 -0.17355
S1 2.92121 -0.31671 -0.15802
S2 -2.58936 -0.64541 -0.02614

Its structure (SMILES) is O=C(S)/C=N/S. For the LUMO energy, the calculation gives -1.0 eV. The HOMO-LUMO gap comes out at 8.619 eV. As for the calculated total energy: -1004.27100 Eh. The net charge is 0.

Calculated atomic charges, method natural (NBO), unit e:
1. C -0.0672
2. C 0.3686
3. H 0.1827
4. H 0.1897
5. H 0.1321
6. N -0.4076
7. O -0.4967
8. S 0.1051
9. S -0.0066

***

(10)
This record from OMol25 describes a cluster of 2 separate species, C2H3NOS2 in total in a non-equilibrium geometry. The level of theory is the ωB97M-V functional and the def2-TZVPD basis.

Element x y z (Å)
C1 -5.35099 0.63074 0.25114
C2 -0.75085 0.25310 0.38917
N1 -0.87790 -0.48230 -0.69543
O1 -5.34100 1.79817 0.26009
S1 -5.31821 -0.90249 0.50207
S2 -1.57628 -0.40735 -2.19466
H1 -0.17829 -0.02493 1.17206
H2 -1.26022 1.26166 0.40934
H3 -0.46401 -1.33386 -0.71217

Its structure (SMILES) is C=[NH+][S-].O=C=S. For the LUMO energy, the calculation gives -0.1 eV. The HOMO-LUMO gap comes out at 8.162 eV. As for the calculated total energy: -1004.32281 Eh. The net charge is 0.

Calculated atomic charges, method natural (NBO), unit e:
1. C 0.4344
2. C -0.1115
3. N -0.5242
4. O -0.4558
5. S 0.0202
6. S -0.1500
7. H 0.1879
8. H 0.1987
9. H 0.4003